## 1
Computed, not measured: C36H37N4OPS2ScSe2Te as an isolated structure, with ωB97M-V with the def2-TZVPD basis set.

XYZ file:
```
85
Properties=species:S:1:pos:R:3
Sc 1.05 -0.55 0.06
C -3.64 -2.72 2.03
S -2.55 -1.62 2.97
C -1.05 -1.80 2.12
S 0.24 -0.73 2.62
N -0.90 -2.74 1.24
N 0.33 -2.59 0.64
C 1.04 -3.62 0.43
C 2.43 -3.38 0.03
C 3.36 -4.41 0.00
C 4.69 -4.10 -0.22
C 5.05 -2.78 -0.42
C 4.06 -1.81 -0.39
N 2.78 -2.10 -0.16
H -4.53 -2.86 2.64
H -3.14 -3.67 1.87
H -3.89 -2.25 1.09
H 0.69 -4.62 0.67
H 3.03 -5.42 0.16
H 5.44 -4.88 -0.24
H 6.08 -2.49 -0.59
H 4.29 -0.77 -0.57
Se 0.87 -2.37 -2.92
P -1.12 -1.59 -2.67
Se -1.35 -0.17 -1.01
C -1.70 -0.73 -4.16
C -2.92 -0.04 -4.09
C -3.42 0.57 -5.23
C -2.73 0.46 -6.44
C -1.53 -0.22 -6.50
C -1.01 -0.82 -5.35
C -2.30 -2.95 -2.47
C -2.10 -4.13 -3.18
C -3.06 -5.12 -3.15
C -4.23 -4.94 -2.41
C -4.43 -3.76 -1.71
C -3.47 -2.76 -1.74
H -3.46 0.03 -3.16
H -4.35 1.12 -5.18
H -3.14 0.92 -7.33
H -0.99 -0.29 -7.43
H -0.07 -1.35 -5.39
H -1.20 -4.26 -3.76
H -2.91 -6.04 -3.71
H -4.98 -5.72 -2.38
H -5.35 -3.62 -1.15
H -3.63 -1.83 -1.21
O 1.98 0.33 -1.79
C 1.82 1.52 -2.59
C 2.07 2.74 -1.74
C 1.11 2.82 -0.53
C 1.83 2.57 0.76
C 2.21 3.61 1.59
C 2.89 3.34 2.76
C 3.20 2.03 3.07
C 2.81 1.04 2.19
N 2.12 1.29 1.06
H 1.97 -0.44 -2.40
H 0.81 1.53 -3.00
H 2.54 1.48 -3.41
H 1.95 3.62 -2.37
H 3.11 2.72 -1.40
H 0.32 2.08 -0.65
H 0.62 3.79 -0.49
H 1.96 4.63 1.31
H 3.19 4.15 3.42
H 3.71 1.77 3.99
H 3.04 0.00 2.40
C -1.35 1.93 4.24
Te -1.59 2.12 2.12
C -1.26 4.20 2.54
C -0.47 4.23 3.82
C 0.29 5.34 4.20
C 0.98 5.35 5.40
C 0.91 4.24 6.24
C 0.16 3.14 5.87
C -0.53 3.12 4.66
H -0.86 0.99 4.47
H -2.33 1.93 4.70
H -2.22 4.71 2.66
H -0.72 4.67 1.72
H 0.32 6.21 3.55
H 1.57 6.21 5.68
H 1.45 4.25 7.18
H 0.11 2.27 6.53
```

The multiplicity is 1. The molar mass is 967.303 g mol⁻¹. The calculation puts the orbital gap at 5.94 eV. As for the charge: +1.

---

## 2
Computed, not measured: C36H37N4OPS2ScSe2Te as an isolated structure, with ωB97M-V with the def2-TZVPD basis set.

XYZ file:
```
85
Properties=species:S:1:pos:R:3
Sc 0.86 -0.42 1.44
C 0.64 4.86 2.68
S 2.03 3.89 3.31
C 1.41 2.29 3.31
S 2.52 1.05 3.65
N 0.12 2.05 3.17
N -0.25 0.80 2.94
C -1.37 0.34 3.40
C -1.67 -1.05 3.17
C -2.76 -1.68 3.77
C -2.92 -3.05 3.63
C -1.99 -3.75 2.86
C -0.96 -3.05 2.26
N -0.79 -1.73 2.40
H 0.67 5.83 3.16
H 0.76 4.98 1.60
H -0.28 4.34 2.92
H -2.02 0.95 4.02
H -3.45 -1.10 4.36
H -3.73 -3.57 4.11
H -2.06 -4.82 2.75
H -0.22 -3.57 1.66
Se -1.63 1.86 0.20
P 0.15 2.43 -0.85
Se 1.99 1.54 0.00
C 0.30 4.25 -0.89
C 1.54 4.88 -0.92
C 1.61 6.25 -1.03
C 0.44 7.01 -1.06
C -0.79 6.38 -1.02
C -0.87 5.00 -0.95
C 0.17 1.97 -2.61
C 1.35 2.19 -3.32
C 1.40 1.89 -4.66
C 0.30 1.35 -5.30
C -0.87 1.12 -4.60
C -0.95 1.44 -3.25
H 2.44 4.28 -0.84
H 2.57 6.74 -1.09
H 0.50 8.08 -1.12
H -1.70 6.96 -1.05
H -1.83 4.51 -0.94
H 2.21 2.58 -2.80
H 2.31 2.09 -5.22
H 0.35 1.10 -6.35
H -1.73 0.70 -5.10
H -1.88 1.30 -2.71
O 2.06 -1.87 2.93
C 3.20 -2.71 2.72
C 4.47 -1.91 2.41
C 4.27 -0.88 1.29
C 3.75 -1.51 0.03
C 4.63 -1.86 -0.99
C 4.15 -2.52 -2.11
C 2.81 -2.88 -2.14
C 2.00 -2.49 -1.09
N 2.43 -1.79 -0.03
H 2.26 -1.35 3.73
H 2.94 -3.37 1.89
H 3.37 -3.34 3.60
H 5.26 -2.61 2.15
H 4.77 -1.36 3.30
H 5.22 -0.40 1.08
H 3.57 -0.11 1.64
H 5.67 -1.60 -0.91
H 4.81 -2.76 -2.92
H 2.41 -3.44 -2.96
H 0.95 -2.78 -1.08
C -3.30 -1.18 -0.05
Te -1.28 -1.17 -0.84
C -1.83 -3.24 -1.25
C -3.32 -3.22 -1.45
C -3.97 -4.18 -2.20
C -5.35 -4.13 -2.36
C -6.06 -3.10 -1.79
C -5.41 -2.13 -1.03
C -4.04 -2.19 -0.86
H -3.74 -0.19 -0.12
H -3.28 -1.47 1.01
H -1.58 -3.90 -0.42
H -1.33 -3.61 -2.14
H -3.40 -4.97 -2.67
H -5.85 -4.88 -2.95
H -7.13 -3.04 -1.93
H -5.98 -1.32 -0.60
```

The multiplicity is 1. The molar mass is 967.303 g mol⁻¹. The calculation puts the orbital gap at 6.65 eV. As for the charge: +1.

---

Which of them is most stable, and which least? Most stable: 1; least stable: 2.